Below is 7 unconnected molecules or ions with the total composition C33H26BF4O21 in a non-equilibrium geometry, with properties calculated with ωB97M-V/def2-TZVPD.

As for the charge: -1. Its gap between HOMO and LUMO is 0.212 hartree. The spin multiplicity is 1. The calculation puts the HOMO energy at -6.7 eV.

Bonds (Å) are listed after each position.
Positions of all 85 atoms, in Å:
1 B 10.55 0.42 0.37  F2 1.320, F3 1.463, F4 1.451, F5 1.363
2 F 11.67 0.86 -0.17  B1 1.320
3 F 9.61 -0.18 -0.57  B1 1.463
4 F 10.90 -0.60 1.34  B1 1.451
5 F 9.98 1.46 1.05  B1 1.363
6 C 16.31 3.86 1.82  C7 1.531, C12 1.536, H16 1.068
7 C 16.84 2.46 2.15  C6 1.531, C8 1.456, O15 1.358
8 C 16.11 1.24 1.85  C7 1.456, O9 1.241, C10 1.392
9 O 16.58 0.12 2.10  C8 1.241
10 C 14.82 1.40 1.35  C8 1.392, C11 1.628, H17 1.039
11 C 14.29 2.82 0.76  C10 1.628, C12 1.387, O14 1.411
12 C 15.02 3.98 1.00  C6 1.536, C11 1.387, O13 1.234
13 O 14.71 5.10 0.61  C12 1.234
14 O 13.05 3.00 0.11  C11 1.411, H18 0.833
15 O 18.01 2.37 2.84  C7 1.358, H19 0.920
16 H 16.68 4.80 2.17  C6 1.068
17 H 14.28 0.52 1.46  C10 1.039
18 H 12.75 2.24 -0.04  O14 0.833
19 H 18.26 1.48 2.83  O15 0.920
20 C 15.00 -3.12 4.08  C21 1.588, C26 1.470, H30 1.093
21 C 13.54 -3.28 3.49  C20 1.588, C22 1.440, O29 1.354
22 C 12.99 -4.61 3.37  C21 1.440, O23 1.283, C24 1.451
23 O 11.76 -4.70 3.04  C22 1.283
24 C 13.77 -5.79 3.68  C22 1.451, C25 1.530, H31 1.103
25 C 15.15 -5.53 4.28  C24 1.530, C26 1.336, O28 1.397
26 C 15.68 -4.34 4.57  C20 1.470, C25 1.336, O27 1.219
27 O 16.69 -4.07 5.19  C26 1.219
28 O 15.99 -6.57 4.72  C25 1.397, H32 1.012
29 O 12.85 -2.18 3.12  C21 1.354, H33 0.940
30 H 15.45 -2.13 4.14  C20 1.093
31 H 13.23 -6.75 3.58  C24 1.103
32 H 16.87 -6.23 5.08  O28 1.012
33 H 11.97 -2.16 2.80  O29 0.940
34 C 3.79 -1.64 -3.10  C35 1.582, C40 1.477, H44 0.984
35 C 3.71 -3.00 -2.29  C34 1.582, C36 1.401, O43 1.390
36 C 4.88 -3.49 -1.70  C35 1.401, O37 1.241, C38 1.437
37 O 4.76 -4.55 -1.07  C36 1.241
38 C 6.11 -2.75 -1.71  C36 1.437, C39 1.558, H45 1.102
39 C 6.26 -1.50 -2.63  C38 1.558, C40 1.505, O42 1.383
40 C 5.05 -0.90 -3.29  C34 1.477, C39 1.505, O41 1.237
41 O 5.09 0.18 -3.90  C40 1.237
42 O 7.46 -1.00 -3.11  C39 1.383, H46 0.939
43 O 2.56 -3.78 -2.30  C35 1.390, H47 1.001
44 H 2.98 -1.33 -3.55  C34 0.984
45 H 7.00 -3.31 -1.37  C38 1.102
46 H 8.22 -1.23 -2.61  O42 0.939
47 H 2.62 -4.53 -1.64  O43 1.001
48 C 6.92 5.72 -2.44  C49 1.559, C54 1.544, H58 1.018
49 C 8.23 5.74 -3.30  C48 1.559, C50 1.421, O57 1.366
50 C 9.24 4.74 -3.25  C49 1.421, O51 1.192, C52 1.514
51 O 10.25 4.79 -3.88  C50 1.192
52 C 9.00 3.72 -2.17  C50 1.514, C53 1.463, H59 1.027
53 C 7.79 3.64 -1.36  C52 1.463, C54 1.476, O56 1.325
54 C 6.63 4.55 -1.48  C48 1.544, C53 1.476, O55 1.133
55 O 5.71 4.50 -0.83  C54 1.133
56 O 7.77 2.91 -0.25  C53 1.325, H60 1.141
57 O 8.34 6.69 -4.27  C49 1.366, H61 0.917
58 H 6.37 6.57 -2.31  C48 1.018
59 H 9.79 3.10 -1.96  C52 1.027
60 H 8.73 2.29 -0.32  O56 1.141
61 H 8.92 6.30 -4.87  O57 0.917
62 C 7.43 -6.25 2.57  C63 1.530, C68 1.430, H72 1.084
63 C 7.98 -6.80 1.25  C62 1.530, C64 1.530, O71 1.382
64 C 8.92 -6.02 0.33  C63 1.530, O65 1.199, C66 1.410
65 O 9.46 -6.43 -0.66  C64 1.199
66 C 9.14 -4.69 0.76  C64 1.410, C67 1.610, H73 1.048
67 C 8.54 -4.05 2.11  C66 1.610, C68 1.459, O70 1.348
68 C 7.80 -4.94 2.99  C62 1.430, C67 1.459, O69 1.174
69 O 7.42 -4.61 4.05  C68 1.174
70 O 8.57 -2.73 2.38  C67 1.348, H74 0.951
71 O 7.60 -8.09 0.93  C63 1.382, H75 0.819
72 H 7.08 -7.04 3.23  C62 1.084
73 H 9.70 -3.96 0.26  C66 1.048
74 H 9.27 -2.42 1.82  O70 0.951
75 H 7.81 -8.16 0.14  O71 0.819
76 C 9.88 -0.94 5.58  C77 1.608, H80 0.864, H81 1.218, H82 1.044
77 C 9.84 0.67 5.65  C76 1.608, O78 1.297, C79 1.544
78 O 9.92 1.19 6.83  C77 1.297
79 C 9.87 1.44 4.31  C77 1.544, H83 1.123, H84 1.256, H85 1.018
80 H 9.69 -1.28 6.35  C76 0.864
81 H 10.68 -1.25 4.71  C76 1.218
82 H 9.08 -1.40 5.09  C76 1.044
83 H 9.72 2.55 4.34  C79 1.123
84 H 8.76 1.17 3.80  C79 1.256
85 H 10.79 1.36 3.89  C79 1.018

Per-atom Mulliken charges, elementary charge units: atom 1 (B): 0.32, atom 2 (F): -0.44, atom 3 (F): -0.29, atom 4 (F): -0.18, atom 5 (F): -0.50, atom 6 (C): -0.90, atom 7 (C): 0.38, atom 8 (C): 0.67, atom 9 (O): -0.63, atom 10 (C): -0.72, atom 11 (C): 0.13, atom 12 (C): 0.57, atom 13 (O): -0.56, atom 14 (O): -0.34, atom 15 (O): -0.50, atom 16 (H): 0.41, atom 17 (H): 0.73, atom 18 (H): 0.59, atom 19 (H): 0.32, atom 20 (C): -0.68, atom 21 (C): 0.14, atom 22 (C): 0.76, atom 23 (O): -0.43, atom 24 (C): -1.07, atom 25 (C): -0.01, atom 26 (C): 1.27, atom 27 (O): -0.62, atom 28 (O): -0.56, atom 29 (O): -0.27, atom 30 (H): 0.43, atom 31 (H): 0.40, atom 32 (H): 0.38, atom 33 (H): 0.23, atom 34 (C): -0.96, atom 35 (C): 0.06, atom 36 (C): 1.05, atom 37 (O): -0.68, atom 38 (C): -0.62, atom 39 (C): 0.67, atom 40 (C): 0.28, atom 41 (O): -0.55, atom 42 (O): -0.40, atom 43 (O): -0.53, atom 44 (H): 0.61, atom 45 (H): 0.36, atom 46 (H): 0.32, atom 47 (H): 0.37, atom 48 (C): -0.89, atom 49 (C): 0.35, atom 50 (C): 0.41, atom 51 (O): -0.58, atom 52 (C): -1.07, atom 53 (C): 1.08, atom 54 (C): 0.37, atom 55 (O): -0.44, atom 56 (O): -0.45, atom 57 (O): -0.50, atom 58 (H): 0.47, atom 59 (H): 0.59, atom 60 (H): 0.33, atom 61 (H): 0.32, atom 62 (C): -0.81, atom 63 (C): 0.30, atom 64 (C): 0.25, atom 65 (O): -0.62, atom 66 (C): -0.53, atom 67 (C): 0.85, atom 68 (C): 0.47, atom 69 (O): -0.53, atom 70 (O): -0.46, atom 71 (O): -0.46, atom 72 (H): 0.41, atom 73 (H): 0.78, atom 74 (H): 0.08, atom 75 (H): 0.26, atom 76 (C): -1.36, atom 77 (C): 0.62, atom 78 (O): -0.61, atom 79 (C): -0.78, atom 80 (H): 0.91, atom 81 (H): -0.05, atom 82 (H): 0.43, atom 83 (H): 0.37, atom 84 (H): 0.22, atom 85 (H): 0.25